## w
24
Properties=species:S:1:pos:R:3 method="wB97M-V/def2-TZVPD" charge=0 lumo_energy_ev=-0.58 homo_ev=-10.3
O 0.0896 -0.4139 -0.2717
H -0.0469 0.4007 0.2534
H -0.5029 -0.9773 0.1455
O 2.3123 1.0524 -1.0554
H 1.4722 1.2591 -1.4803
H 2.1429 1.2840 -0.1704
O 0.4595 -2.6539 -1.3388
H 0.6184 -3.4721 -1.8208
H 1.2079 -2.6088 -0.7813
O 2.0100 3.4304 -0.2836
H 2.6927 3.3196 0.3559
H 1.2441 3.2104 0.2942
O -0.6206 -0.5023 2.0097
H -1.4927 -0.5261 2.4539
H -0.4127 0.4202 1.8705
O 2.6723 -1.5222 0.6448
H 3.2355 -1.8680 -0.0511
H 3.1591 -0.7727 1.0386
O -2.7407 -1.9587 -0.3425
H -1.8608 -1.7371 -0.6350
H -3.0771 -1.0525 -0.0336
O -4.3525 2.1200 -0.5978
H -3.8427 1.2691 -0.5477
H -4.3669 2.2996 0.3432

## x
24
Properties=species:S:1:pos:R:3 method="wB97M-V/def2-TZVPD" charge=0 lumo_energy_ev=-0.05 homo_ev=-11.0
O 0.6916 -2.3940 -0.9530
H 1.1337 -3.1673 -0.5910
H 0.4242 -2.6582 -1.8376
O 2.8888 2.2655 2.0192
H 2.0382 2.5333 2.3757
H 2.7231 2.0998 1.0839
O 2.5714 1.3303 -0.6503
H 2.9055 0.5811 -1.1497
H 3.0441 2.0885 -1.0046
O -0.4544 2.3358 -1.9132
H -0.4415 3.2333 -1.5735
H -0.4273 1.7782 -1.1292
O -2.5726 -1.5300 -1.4781
H -2.2335 -1.0291 -2.2244
H -3.1158 -0.9024 -0.9948
O -0.0670 0.0823 0.3807
H 0.8874 0.1473 0.4714
H -0.2114 -0.7631 -0.0567
O -1.5076 -3.2315 0.8378
H -2.4390 -3.0875 0.6587
H -1.0642 -2.9679 0.0270
O -1.6202 1.2236 2.9338
H -1.0657 0.5056 2.6147
H -2.0878 1.5265 2.1530

Relative to the most stable one, in eV, the structures come out at w 2.518; x 0.000.

## w
24
Properties=species:S:1:pos:R:3 method="wB97M-V/def2-TZVPD" charge=0 lumo_energy_ev=0.04 homo_ev=-10.6
O 4.6032 1.3141 -16.4586
H 5.2580 0.5889 -16.4029
H 5.0640 2.0981 -16.1475
O 8.9546 0.3536 -17.7121
H 9.7019 0.3188 -17.1007
H 9.2089 -0.2235 -18.4458
O 6.3944 -0.9153 -16.8256
H 6.4291 -1.8376 -16.5404
H 7.3265 -0.6675 -16.9737
O 6.6330 -4.3263 -17.9549
H 7.0220 -3.9305 -18.7445
H 7.2812 -4.9773 -17.6597
O 7.3993 2.4217 -18.8406
H 7.9977 1.7628 -18.4408
H 6.8646 2.7505 -18.1163
O 5.2747 -2.6551 -14.7344
H 5.3877 -2.3418 -13.8301
H 4.3537 -2.4632 -14.9488
O 7.6453 -4.3105 -14.5955
H 6.9537 -4.0718 -15.2279
H 7.2776 -5.0536 -14.1059
O 4.4289 -2.8709 -19.2030
H 3.4729 -2.8064 -19.1099
H 4.7585 -3.0070 -18.3066

## x
24
Properties=species:S:1:pos:R:3 method="wB97M-V/def2-TZVPD" charge=0 lumo_energy_ev=-0.65 homo_ev=-10.5
O 0.5050 -2.8981 -1.0897
H 0.9130 -3.7636 -1.1142
H 0.4330 -2.6930 -0.1575
O -0.9406 0.7841 1.9566
H -1.3845 -0.0630 1.9975
H -0.1680 0.6771 2.5114
O 2.4060 2.6933 -0.3362
H 2.7354 2.3962 0.5120
H 1.8720 1.9655 -0.6546
O 1.8866 0.7676 -2.9089
H 1.2745 0.6207 -2.1877
H 1.5303 1.5234 -3.3759
O -1.8726 3.4456 1.7337
H -1.4886 2.6103 2.0003
H -2.6936 3.2060 1.3039
O -2.8481 -2.0010 -1.4644
H -1.9460 -2.0538 -1.1486
H -2.9987 -2.8390 -1.9017
O 0.3230 0.8342 -0.6589
H -0.3245 1.4380 -0.2951
H 0.0752 -0.0221 -0.3102
O 0.6590 -2.3270 1.5820
H 0.9106 -1.4301 1.8022
H 1.1418 -2.8712 2.2041

## y
24
Properties=species:S:1:pos:R:3 method="wB97M-V/def2-TZVPD" charge=0 lumo_energy_ev=0.50 homo_ev=-11.3
O -1.7966 -1.1498 1.1751
H -0.7823 -1.4137 1.1149
H -2.0860 -1.0971 0.2676
O 1.0009 -1.8056 1.0417
H 1.4400 -0.9485 1.4312
H 1.6314 -2.4792 1.3898
O -0.9930 1.3496 1.5990
H -1.5039 0.4739 1.4658
H -1.4499 1.7512 2.3411
O 1.8559 0.5487 1.7938
H 0.9333 0.9080 1.9121
H 1.9900 0.8657 0.8494
O 0.8479 -1.3193 -1.6847
H 0.9517 -1.6964 -0.7657
H 1.2879 -0.4256 -1.5619
O -0.8401 1.8368 -1.1450
H -1.0954 1.8650 -0.1686
H -1.2893 1.0123 -1.5030
O -1.7120 -0.6736 -1.5594
H -0.7348 -0.9631 -1.6341
H -2.1219 -0.9245 -2.3882
O 1.6460 1.1312 -1.1442
H 0.6972 1.3622 -1.1433
H 2.1233 1.7920 -1.6835

## z
24
Properties=species:S:1:pos:R:3 method="wB97M-V/def2-TZVPD" charge=0 lumo_energy_ev=-0.13 homo_ev=-10.0
O 0.3149 -2.0467 -1.7339
H 0.5029 -1.2347 -2.1779
H 1.0809 -2.0968 -0.8809
O 2.1479 -1.9467 0.2951
H 3.0759 -1.9377 0.4641
H 1.8749 -0.9637 0.4681
O 1.3179 2.3733 2.3291
H 1.1959 1.8753 1.5021
H 0.9069 1.8693 2.9071
O -2.2311 -1.6387 2.7751
H -2.1661 -0.7867 2.2701
H -1.2871 -1.6187 2.9911
O 0.9049 0.4803 0.3181
H 0.8469 0.3343 -0.5559
H 0.0849 0.2123 0.6021
O -1.8971 -0.3507 0.2831
H -2.2531 -1.0247 -0.2939
H -2.4311 0.4233 0.4311
O -1.7751 1.8123 -1.7219
H -1.8251 2.7953 -1.4479
H -1.9451 1.2393 -0.9549
O 1.0909 0.5183 -2.3859
H 2.0069 0.6503 -2.6899
H 0.4579 1.0633 -2.7929

Relative to the most stable one, in eV, the structures come out at w 1.614; x 1.893; y 0.000; z 3.002.

## w
24
Properties=species:S:1:pos:R:3 method="wB97M-V/def2-TZVPD" charge=0 lumo_energy_ev="-1.08 / 0.24" homo_ev="-7.5 / -7.3"
C 2.1442 -0.6821 2.7455
C -0.4650 2.4367 -3.2918
C 1.5539 -1.3659 3.9087
C 0.2325 1.3847 -3.8440
C 1.2674 -0.1501 1.8383
C -1.3038 2.0783 -2.2693
C 0.1946 -1.3211 4.1353
C 0.3814 0.2547 -3.0769
C -0.0811 -0.3691 2.1584
C -1.3061 0.7983 -1.6199
N -0.5627 -0.8287 3.1857
N -0.3339 -0.0375 -1.9344
P -1.3419 -1.5642 -0.1849
P -2.2612 0.3606 -0.1733
H 3.1502 -0.8123 2.3777
H -0.5468 3.4363 -3.7696
H 2.1449 -1.8067 4.7513
H 0.8824 1.4507 -4.7605
H 1.5403 0.2425 0.8867
H -1.7964 2.8329 -1.7638
H -0.3703 -1.7740 4.9510
H 1.0051 -0.5492 -3.4853
H -2.1850 -2.1554 0.6481
H -1.9429 -1.8592 -1.4130

## x
24
Properties=species:S:1:pos:R:3 method="wB97M-V/def2-TZVPD" charge=0 lumo_energy_ev=0.67 homo_ev=-7.9
C -0.8431 2.6266 -2.7097
C -0.3987 -1.6834 2.9186
C -1.9641 3.1048 -1.9982
C 0.0328 -2.9647 2.6861
C 0.0550 1.7470 -2.2074
C 0.0022 -0.6401 2.0857
C -2.0394 2.6743 -0.6958
C 0.9663 -3.2326 1.7256
C -0.1665 1.4787 -0.8480
C 0.9226 -0.9821 1.1791
N -1.0974 1.9460 -0.0900
N 1.4178 -2.2191 0.9495
P 1.8653 -1.3719 -1.5565
P 1.6534 0.2167 0.0114
H -0.8829 2.7850 -3.8082
H -1.0559 -1.4850 3.7302
H -2.7951 3.8069 -2.2171
H -0.3229 -3.8442 3.2128
H 0.9325 1.4235 -2.7814
H -0.3335 0.2546 2.2677
H -2.8944 2.8411 -0.0689
H 1.5150 -4.1692 1.5915
H 2.4807 -0.6497 -2.4803
H 2.9504 -1.6629 -0.8966

Relative to the most stable one, in eV, the structures come out at w 1.914; x 0.000.